Entry A
Entry from OMol25: 13 unconnected molecules or ions with the total composition C6H39N2O12 (the ωB97M-V functional and the def2-TZVPD basis).

Structure (ORCA input):
```
! wB97M-V def2-TZVPD RIJCOSX def2/J DEFGRID3
* xyz 1 1
C 2.5166 0.2838 1.1917
C 1.5491 1.2103 2.0539
C 0.1042 0.7559 1.7035
N -1.4598 0.7739 -1.7564
C -0.8957 0.4841 -0.4408
C -0.3800 1.3593 0.4454
C -0.6012 2.8387 0.2841
N 1.9832 -0.9276 0.5964
H 2.8814 0.8183 0.2268
H 3.4991 0.1151 1.7691
H 1.8742 1.0082 3.1948
H 1.6119 2.3859 1.8357
H 0.1305 -0.3628 1.7579
H -0.6903 0.9715 2.4633
H -2.3949 0.4223 -1.8869
H -1.5027 1.7968 -1.9064
H -0.8244 -0.5717 -0.2490
H -1.6353 3.2294 0.4890
H -0.1345 2.9800 -0.8071
H -0.1156 3.5340 0.8803
H 1.6004 -1.6682 1.1857
H 2.7526 -1.3860 0.1006
H 1.2713 -0.8634 -0.1284
H 0.7552 -3.4393 2.0663
H 0.3337 -3.8739 0.6514
O 1.0703 -3.5793 1.1664
H 1.1030 -2.1001 -2.3801
H 0.8830 -3.2944 -1.4456
O 0.6305 -2.3070 -1.6171
H 1.4678 -0.7131 -4.3254
H 1.5443 -2.3360 -4.5909
O 1.7040 -1.6300 -3.9167
H -2.0879 2.7465 4.4490
H -1.9977 2.0643 3.0717
O -1.4179 2.5995 3.7934
H 0.3147 1.8176 -3.7114
H 0.3034 0.4099 -2.9279
O 0.8733 1.1576 -3.3445
H -3.0740 3.2995 -0.0275
H -3.2617 4.5330 -0.8388
O -3.6284 3.6582 -0.6328
H 2.0107 1.5843 -2.1611
H 2.9810 2.5555 -1.4944
O 2.9356 1.6463 -1.7983
H -2.8079 0.6524 1.4884
H -3.8767 0.9518 2.5526
O -3.0741 1.3024 2.0890
H -2.2372 -1.4865 3.7452
H -1.5660 -1.9208 2.3380
O -1.8920 -1.0844 2.8604
H -1.5931 -2.9170 0.2658
H -1.9614 -4.0228 1.1577
O -1.5592 -3.1376 1.1905
H 3.7399 -1.5082 -2.0946
H 3.9637 -0.2203 -1.5068
O 3.7340 -1.0532 -1.2997
H -1.1441 -2.7300 -1.9886
H -2.5903 -3.2863 -2.0962
O -1.7184 -3.5265 -1.6903
*
```

* HOMO energy: -0.4222 Ha
* gap between HOMO and LUMO: 0.325 Ha

Atomic partial charges in e from the Löwdin method, atoms 1 to 8:
1 C -0.169
2 C -0.118
3 C -0.220
4 N 0.043
5 C -0.155
6 C -0.300
7 C -0.018
8 N 0.112

=====

Entry B
Entry from OMol25: 13 unconnected molecules or ions with the total composition C6H39N2O12 (the ωB97M-V functional and the def2-TZVPD basis).

Structure (ORCA input):
```
! wB97M-V def2-TZVPD RIJCOSX def2/J DEFGRID3
* xyz 1 1
N 1.4769 2.6732 0.0266
C 0.4350 1.6222 0.2609
C 1.1213 0.2565 0.3899
C 0.3109 -0.6242 1.2555
C 0.8025 -1.3322 2.2707
C -0.6228 1.6124 -0.8993
N -1.1451 0.2951 -1.2778
C -2.3109 0.4521 -2.2226
H 2.1296 2.5482 0.8129
H 2.0760 2.4110 -0.7932
H 1.2192 3.6317 -0.1893
H -0.1508 1.9728 1.1188
H 2.1207 0.4276 0.8155
H 1.4593 -0.0394 -0.6165
H -0.7754 -0.7241 1.2412
H 0.3421 -1.7619 3.1375
H 1.8765 -1.5207 2.2399
H -1.4302 2.2789 -0.5765
H -0.1152 2.1051 -1.7482
H -1.6376 -0.1146 -0.4900
H -3.2102 -0.0838 -1.9118
H -2.8700 1.3453 -2.5236
H -1.8207 -0.0014 -3.0900
H 2.3924 1.7298 -3.2510
H 2.5615 3.2197 -2.9234
O 2.6972 2.3411 -2.5546
H 0.0905 -1.1756 -1.8166
H 0.4973 -2.1249 -2.9869
O 0.7248 -1.8742 -2.0858
H -3.5970 0.0752 3.3225
H -3.0610 -1.2272 2.5573
O -3.1613 -0.2729 2.5500
H -0.9533 -5.3880 1.0955
H -0.3078 -4.2328 0.4165
O -0.3042 -4.6941 1.2675
H -2.8427 -3.2616 -0.4594
H -2.7296 -1.7756 -0.4336
O -2.1777 -2.5691 -0.3677
H -1.5779 -3.1900 2.2329
H -1.7570 -3.0738 3.8378
O -2.1105 -2.8797 2.9713
H -3.4455 -0.3945 0.7005
H -4.9083 -0.1259 0.2340
O -4.0972 -0.5805 0.0047
H 1.6362 0.0021 -4.0987
H 0.7934 0.4385 -2.9477
O 0.9248 0.6247 -3.8878
H 4.1301 0.7736 -0.7595
H 4.6970 1.9604 -0.0928
O 3.9021 1.4271 -0.0776
H -1.8316 1.9548 2.5445
H -2.3006 1.5442 1.2566
O -1.9851 2.3558 1.6802
H 3.1738 2.2174 3.3684
H 2.8194 3.6268 3.0873
O 2.5979 2.7336 2.7934
H 2.1727 -1.2009 -2.1438
H 3.5289 -1.5170 -1.2980
O 3.0935 -0.9035 -1.8900
*
```

* HOMO energy: -0.4453 Ha
* gap between HOMO and LUMO: 0.360 Ha

Atomic partial charges in e from the Löwdin method, atoms 1 to 8:
1 N 0.189
2 C -0.254
3 C -0.154
4 C -0.155
5 C 0.043
6 C -0.167
7 N -0.093
8 C -0.084

=====

It turns out entry B is the most stable, with the second structure 0.944 eV higher.

=====

Entry A
Entry from OMol25: 2 unconnected molecules or ions with the total composition C5H14 (the ωB97M-V functional and the def2-TZVPD basis).

Structure (ORCA input):
```
! wB97M-V def2-TZVPD RIJCOSX def2/J DEFGRID3
* xyz 0 1
C -1.6529 -1.6893 -0.0620
C -1.1521 -0.3100 -0.6639
C -2.0506 0.5541 -1.6226
H -2.2644 -2.1526 -0.8081
H -2.0307 -1.5971 0.8876
H -0.6992 -2.3241 0.0040
H -0.8396 0.3244 0.0756
H -0.3261 -0.5080 -1.3169
H -1.6004 1.5115 -1.6779
H -2.3183 0.0978 -2.6244
H -3.1171 0.6980 -1.1509
C 2.3735 0.7758 0.3326
C 2.2212 0.6059 1.8493
H 3.3595 0.4399 0.0704
H 1.5545 0.1700 -0.1082
H 2.1688 1.7887 -0.0738
H 2.1539 -0.5080 2.0881
H 3.0177 0.9663 2.5949
H 1.2020 1.1567 2.2062
*
```

* SMILES: CCC.CC
* HOMO energy: -0.4046 Ha
* gap between HOMO and LUMO: 0.443 Ha

Atomic partial charges in e from the Löwdin method, atoms 1 to 8:
1 C -0.077
2 C -0.297
3 C -0.121
4 H 0.054
5 H 0.025
6 H 0.090
7 H 0.046
8 H 0.072

=====

Entry B
Entry from OMol25: 2 unconnected molecules or ions with the total composition C5H14 (the ωB97M-V functional and the def2-TZVPD basis).

Structure (ORCA input):
```
! wB97M-V def2-TZVPD RIJCOSX def2/J DEFGRID3
* xyz 0 1
C -0.5182 -0.8507 -2.2864
C 0.0229 0.4977 -1.7811
C -0.9750 1.3202 -0.9606
H -0.0754 -1.0812 -3.2624
H -1.5879 -0.7578 -2.4795
H -0.3245 -1.7275 -1.6736
H 0.9935 0.2024 -1.3717
H 0.3106 1.1386 -2.6181
H -0.8595 1.2559 0.1241
H -0.9171 2.3723 -1.2157
H -1.9457 0.8327 -1.0613
C 0.7328 0.2361 2.7365
C 0.7738 -1.0449 1.9117
H -0.3113 0.5426 2.8471
H 0.9518 0.0714 3.7979
H 1.3438 1.0369 2.3321
H 0.7906 -0.8781 0.8270
H -0.1346 -1.6133 2.0842
H 1.7295 -1.5534 2.0500
*
```

* SMILES: CCC.CC
* HOMO energy: -0.4051 Ha
* gap between HOMO and LUMO: 0.448 Ha

Atomic partial charges in e from the Löwdin method, atoms 1 to 8:
1 C -0.128
2 C -0.317
3 C -0.106
4 H 0.066
5 H 0.061
6 H 0.061
7 H 0.087
8 H 0.091

=====

It turns out entry B is the most stable, with the second structure 0.634 eV higher.